No. 1
ORCA calculation (wB97M-V/def2-TZVPD) on C4H6O2 as an isolated structure.

* E_tot: -8334.968 eV
* LUMO: 0.0244 Ha
* frontier orbital gap: 9.6 eV

ORCA input file:
```
! RIJCOSX wB97M-V def2-TZVPD def2/J DEFGRID3
* xyz 0 1
O -0.04 0.09 1.68
O -1.63 -0.32 -1.41
C -0.45 0.22 -1.48
C 0.51 -0.09 -0.37
C 0.51 1.00 0.72
C -0.01 -1.00 0.75
H -1.01 -1.42 0.57
H 0.68 -1.79 1.06
H -1.39 0.42 -2.28
H 1.50 1.36 1.01
H -0.15 1.85 0.54
H 1.50 -0.32 -0.79
*
```

Here are the Löwdin charges for atoms 1 to 4, given in e:
1. O -0.103
2. O -0.002
3. C -0.113
4. C -0.238



No. 2
ORCA calculation (wB97M-V/def2-TZVPD) on one molecule with the formula C4H6O2.

* E_tot: -8339.334 eV
* SMILES: CC(C=O)C=O
* LUMO: 0.0156 Ha
* frontier orbital gap: 10.4 eV

ORCA input file:
```
! RIJCOSX wB97M-V def2-TZVPD def2/J DEFGRID3
* xyz 0 1
O 0.44 -1.54 -1.84
O -0.51 -1.11 1.99
C -0.42 -1.19 0.80
C 0.01 1.35 0.43
C 0.64 -0.51 -1.24
C -0.32 -0.01 -0.18
H 1.58 0.07 -1.37
H -0.39 -2.16 0.26
H 1.08 1.58 0.34
H -0.24 1.36 1.50
H -0.54 2.16 -0.06
H -1.32 0.00 -0.64
*
```

Here are the Löwdin charges for atoms 1 to 4, given in e:
1. O 0.054
2. O 0.077
3. C -0.216
4. C -0.054



No. 3
ORCA calculation (wB97M-V/def2-TZVPD) on one molecule with the formula C4H6O2 at a distorted geometry.

* E_tot: -8335.876 eV
* SMILES: Cc1ooc1C
* LUMO: 0.0170 Ha
* frontier orbital gap: 8.7 eV

ORCA input file:
```
! RIJCOSX wB97M-V def2-TZVPD def2/J DEFGRID3
* xyz 0 1
O 0.05 -1.36 1.50
O 1.10 -0.19 1.70
C -0.27 -0.72 0.32
C 0.91 1.64 -0.02
C -1.17 -1.30 -0.70
C 0.58 0.31 0.52
H -1.20 -0.64 -1.56
H 1.97 1.72 -0.27
H 0.69 2.41 0.73
H 0.32 1.84 -0.91
H -0.79 -2.27 -1.02
H -2.18 -1.44 -0.31
*
```

Here are the Löwdin charges for atoms 1 to 4, given in e:
1. O 0.071
2. O 0.071
3. C -0.311
4. C -0.016



No. 4
ORCA calculation (wB97M-V/def2-TZVPD) on one molecule with the formula C4H6O2.

* E_tot: -8339.021 eV
* SMILES: O=C1CC[C@@H]1O
* LUMO: 0.0321 Ha
* frontier orbital gap: 10.4 eV

ORCA input file:
```
! RIJCOSX wB97M-V def2-TZVPD def2/J DEFGRID3
* xyz 0 1
O 1.70 1.07 -1.06
O -0.81 -0.54 -1.63
C 0.85 0.58 -0.37
C -0.67 0.38 -0.56
C 0.85 -0.27 0.90
C -0.69 -0.32 0.81
H -1.18 0.29 1.58
H -1.35 1.24 -0.69
H 1.29 0.24 1.77
H -0.42 -0.11 -2.40
H 1.35 -1.23 0.76
H -1.15 -1.31 0.79
*
```

Here are the Löwdin charges for atoms 1 to 4, given in e:
1. O 0.115
2. O -0.009
3. C -0.342
4. C -0.302



No. 5
ORCA calculation (wB97M-V/def2-TZVPD) on one molecule with the formula C4H6O2.

* E_tot: -8337.350 eV
* SMILES: O/C=C1\C[C@H]1O
* LUMO: 0.0296 Ha
* frontier orbital gap: 10.1 eV

ORCA input file:
```
! RIJCOSX wB97M-V def2-TZVPD def2/J DEFGRID3
* xyz 0 1
O -0.59 1.53 1.65
O 0.46 -2.02 -1.17
C 1.07 -1.19 -0.26
C -0.87 0.35 -0.48
C -0.07 1.27 0.39
C 0.46 -0.06 0.04
H -0.97 0.54 -1.55
H 2.02 -1.60 0.08
H -1.71 -0.16 -0.02
H 0.11 1.32 2.29
H -0.42 -2.23 -0.84
H 0.39 2.11 -0.13
*
```

Here are the Löwdin charges for atoms 1 to 4, given in e:
1. O 0.003
2. O -0.023
3. C -0.149
4. C -0.060



No. 6
ORCA calculation (wB97M-V/def2-TZVPD) on C4H6O2 as an isolated structure at a distorted geometry.

* E_tot: -8337.999 eV
* LUMO: 0.0308 Ha
* frontier orbital gap: 9.7 eV

ORCA input file:
```
! RIJCOSX wB97M-V def2-TZVPD def2/J DEFGRID3
* xyz 0 1
O -1.46 1.55 -0.52
O -0.40 -0.13 2.06
C 0.82 -0.89 -0.10
C 0.29 0.21 0.90
C 0.19 -0.08 -1.19
C -0.43 0.71 -0.30
H 0.34 -1.86 0.09
H -1.58 1.24 -1.43
H 1.90 -1.00 -0.18
H 1.12 0.85 1.20
H -1.23 -0.53 1.80
H 0.39 0.01 -2.25
*
```

Here are the Löwdin charges for atoms 1 to 4, given in e:
1. O 0.089
2. O 0.004
3. C -0.112
4. C -0.303



No. 7
ORCA calculation (wB97M-V/def2-TZVPD) on one molecule with the formula C4H6O2.

* E_tot: -8336.714 eV
* LUMO (alpha / beta): -0.0247 / -0.0081 Ha
* frontier orbital gap (alpha / beta): 7.1 / 7.9 eV

ORCA input file:
```
! RIJCOSX wB97M-V def2-TZVPD def2/J DEFGRID3
* xyz 0 1
O -0.06 -0.52 -0.96
O 3.01 -0.45 0.78
C -1.74 0.86 0.07
C -0.73 -0.23 0.10
C 1.90 -0.25 0.30
C 1.19 -1.01 -0.66
H -2.72 0.50 0.38
H -1.79 1.30 -0.93
H -0.53 -0.84 0.98
H -1.43 1.64 0.77
H 1.31 0.68 0.58
H 1.60 -1.68 -1.40
*
```

Here are the Löwdin charges for atoms 1 to 4, given in e:
1. O -0.013
2. O -0.009
3. C -0.032
4. C -0.164



No. 8
ORCA calculation (wB97M-V/def2-TZVPD) on C4H6O2 as an isolated structure.

* E_tot: -8334.688 eV
* LUMO: 0.0299 Ha
* frontier orbital gap: 9.8 eV

ORCA input file:
```
! RIJCOSX wB97M-V def2-TZVPD def2/J DEFGRID3
* xyz 0 1
O 0.49 -1.14 -1.65
O -1.52 -0.19 0.31
C -0.30 -0.74 0.68
C 0.55 0.53 0.13
C -0.90 1.04 -0.08
C 0.64 -1.14 -0.33
H 1.56 -1.55 0.12
H -1.18 1.34 -1.09
H -1.16 1.84 0.63
H 0.77 0.05 -1.19
H -0.20 -1.09 1.71
H 1.25 1.05 0.77
*
```

Here are the Löwdin charges for atoms 1 to 4, given in e:
1. O -0.103
2. O -0.035
3. C -0.201
4. C -0.070



No. 9
ORCA calculation (wB97M-V/def2-TZVPD) on C4H6O2 as an isolated structure.

* E_tot: -8334.792 eV
* LUMO: 0.0177 Ha
* frontier orbital gap: 9.1 eV

ORCA input file:
```
! RIJCOSX wB97M-V def2-TZVPD def2/J DEFGRID3
* xyz 0 1
O 2.39 -0.62 -0.17
O -0.53 0.49 1.25
C -1.73 0.11 0.61
C 0.30 0.46 0.11
C 1.72 0.11 0.51
C -0.41 -0.58 -0.76
H -0.66 -0.31 -1.79
H -2.02 0.90 -0.12
H 0.05 -1.57 -0.70
H -1.48 -0.92 -0.07
H 0.31 1.44 -0.39
H 2.08 0.58 1.45
*
```

Here are the Löwdin charges for atoms 1 to 4, given in e:
1. O 0.074
2. O -0.155
3. C -0.014
4. C -0.370



No. 10
ORCA calculation (wB97M-V/def2-TZVPD) on one molecule with the formula C4H6O2 at a distorted geometry.

* E_tot: -8337.054 eV
* SMILES: O=C[C@@H]1C[C@@H]1O
* LUMO: 0.0277 Ha
* frontier orbital gap: 9.8 eV

ORCA input file:
```
! RIJCOSX wB97M-V def2-TZVPD def2/J DEFGRID3
* xyz 0 1
O 1.84 -0.21 1.92
O -1.80 0.58 0.44
C -1.07 -0.39 -0.22
C 0.17 0.01 -1.17
C 0.34 -0.68 0.15
C 1.01 0.19 1.15
H -1.21 1.12 0.99
H 0.70 -1.70 0.16
H 0.40 -0.60 -2.04
H 0.77 1.28 1.11
H 0.28 1.08 -1.30
H -1.43 -0.68 -1.19
*
```

Here are the Löwdin charges for atoms 1 to 4, given in e:
1. O 0.075
2. O 0.005
3. C -0.279
4. C -0.062



No. 11
ORCA calculation (wB97M-V/def2-TZVPD) on C4H6O2 as an isolated structure.

* E_tot: -8339.774 eV
* LUMO: 0.0310 Ha
* frontier orbital gap: 11.3 eV

ORCA input file:
```
! RIJCOSX wB97M-V def2-TZVPD def2/J DEFGRID3
* xyz 0 1
O -0.58 0.09 -2.44
O 1.45 0.01 -1.36
C -1.19 -0.27 0.83
C -0.10 0.42 0.03
C 1.35 -0.07 0.08
C 0.10 0.18 -1.47
H -1.09 0.00 1.89
H 2.08 0.57 0.58
H -2.19 0.03 0.51
H 1.44 -1.11 0.39
H -0.15 1.51 0.17
H -1.12 -1.36 0.77
*
```

Here are the Löwdin charges for atoms 1 to 4, given in e:
1. O 0.152
2. O 0.044
3. C -0.048
4. C -0.233



No. 12
ORCA calculation (wB97M-V/def2-TZVPD) on C4H6O2 as an isolated structure.

* E_tot: -8337.937 eV
* LUMO: 0.0149 Ha
* frontier orbital gap: 9.9 eV

ORCA input file:
```
! RIJCOSX wB97M-V def2-TZVPD def2/J DEFGRID3
* xyz 0 1
O -1.29 1.66 -0.86
O 0.77 -1.52 1.64
C -0.74 0.70 -0.13
C 0.21 -0.67 0.99
C 0.61 0.77 0.55
C -1.07 -0.55 0.27
H 0.70 1.50 1.36
H 1.47 0.83 -0.12
H -2.16 1.36 -1.18
H 1.95 -1.20 -1.49
H 1.52 -1.71 -1.16
H -1.93 -1.20 0.12
*
```

Here are the Löwdin charges for atoms 1 to 4, given in e:
1. O 0.115
2. O 0.067
3. C -0.329
4. C -0.447



No. 13
ORCA calculation (wB97M-V/def2-TZVPD) on one molecule with the formula C4H6O2.

* E_tot: -8333.580 eV
* LUMO (alpha / beta): 0.0172 / 0.0172 Ha
* frontier orbital gap (alpha / beta): 8.6 / 8.6 eV

ORCA input file:
```
! RIJCOSX wB97M-V def2-TZVPD def2/J DEFGRID3
* xyz 0 1
O -0.12 -0.78 -1.77
O -0.30 1.30 1.26
C -0.50 0.34 2.12
C -0.89 -0.06 0.44
C -0.17 0.29 -0.85
C 1.10 -0.35 -1.17
H 1.54 -1.05 -0.47
H 0.50 -0.05 2.49
H 1.80 0.15 -1.84
H -1.97 0.04 0.39
H -0.41 1.27 -1.27
H -0.58 -1.10 0.67
*
```

Here are the Löwdin charges for atoms 1 to 4, given in e:
1. O -0.027
2. O -0.086
3. C -0.074
4. C -0.103



No. 14
ORCA calculation (wB97M-V/def2-TZVPD) on one molecule with the formula C4H6O2 at a distorted geometry.

* E_tot: -8338.649 eV
* SMILES: O=COC1CC1
* LUMO: 0.0396 Ha
* frontier orbital gap: 11.5 eV

ORCA input file:
```
! RIJCOSX wB97M-V def2-TZVPD def2/J DEFGRID3
* xyz 0 1
O 2.40 -0.55 1.08
O 0.99 -0.06 -0.60
C -0.13 -0.40 0.20
C -1.02 0.81 0.31
C 2.13 0.05 0.08
C -1.37 -0.49 -0.57
H -2.06 -1.26 -0.21
H -1.33 -0.45 -1.66
H 2.77 0.80 -0.40
H -0.59 1.71 -0.17
H 0.11 -1.12 0.98
H -1.74 1.13 1.06
*
```

Here are the Löwdin charges for atoms 1 to 4, given in e:
1. O 0.083
2. O -0.001
3. C -0.344
4. C -0.034



No. 15
ORCA calculation (wB97M-V/def2-TZVPD) on C4H6O2Pm as an isolated structure at a distorted geometry.

* E_tot: -24872.869 eV
* LUMO (alpha / beta): -0.3650 / -0.3593 Ha
* ⟨S²⟩: 8.75
* frontier orbital gap (alpha / beta): 5.7 / 5.9 eV

ORCA input file:
```
! RIJCOSX wB97M-V def2-TZVPD def2/J DEFGRID3
* xyz 2 6
Pm 3.29 2.08 -0.20
O 1.40 0.31 -0.32
O 0.25 0.59 -2.41
C -1.61 -0.97 1.53
C -0.02 0.22 0.03
C -0.36 -0.76 1.09
C 0.43 -0.16 -1.31
H -1.32 -0.93 2.66
H -0.47 1.21 0.14
H -0.16 1.44 -2.20
H -2.41 -0.26 1.27
H 0.60 -1.21 -1.55
H 0.38 -1.55 1.28
*
```

Here are the Löwdin charges for atoms 1 to 4, given in e:
1. Pm 1.901
2. O -0.238
3. O 0.105
4. C 0.051



No. 16
ORCA calculation (wB97M-V/def2-TZVPD) on C4H6O2Rh as an isolated structure at a distorted geometry.

* E_tot: -11319.544 eV
* LUMO (alpha / beta): -0.3264 / -0.5327 Ha
* ⟨S²⟩: 8.78
* frontier orbital gap (alpha / beta): 9.3 / 4.7 eV

ORCA input file:
```
! RIJCOSX wB97M-V def2-TZVPD def2/J DEFGRID3
* xyz 2 6
Rh 1.95 0.36 0.80
O -3.28 0.93 0.02
O 2.84 0.43 -0.80
C 0.88 -1.46 -0.30
C -1.47 -0.50 0.57
C -2.04 0.47 -0.47
C -0.20 -1.09 0.17
H -2.16 -0.06 -1.43
H -1.33 1.30 -0.62
H -1.35 0.02 1.54
H -2.18 -1.32 0.75
H 1.64 -2.23 -0.41
H -3.68 1.52 -0.62
*
```

Here are the Löwdin charges for atoms 1 to 4, given in e:
1. Rh 1.087
2. O 0.348
3. O -0.202
4. C 0.065



No. 17
ORCA calculation (wB97M-V/def2-TZVPD) on a 3-piece molecular cluster, C4H6O2S overall at a distorted geometry.

* E_tot: -19172.645 eV
* SMILES: C=C=O.C=C=O.S
* LUMO: 0.0187 Ha
* frontier orbital gap: 9.6 eV

ORCA input file:
```
! RIJCOSX wB97M-V def2-TZVPD def2/J DEFGRID3
* xyz 0 1
S -2.44 -1.18 0.05
O 0.01 1.28 -0.77
O 3.09 -0.86 1.47
C 2.60 -1.06 -0.93
C 2.98 -0.98 0.31
C -1.49 1.78 1.11
C -0.58 1.57 0.18
H -1.86 -0.88 -1.07
H -2.45 1.28 1.21
H -1.28 2.44 1.93
H 2.13 -1.94 -1.43
H -3.58 -1.35 -0.61
H 2.87 -0.11 -1.45
*
```

Here are the Löwdin charges for atoms 1 to 4, given in e:
1. S 0.567
2. O 0.144
3. O 0.142
4. C -0.011



No. 18
ORCA calculation (wB97M-V/def2-TZVPD) on one molecule with the formula C4H6O2S at a distorted geometry.

* E_tot: -19174.306 eV
* SMILES: C=C(CO)C(O)=S
* LUMO: -0.0133 Ha
* frontier orbital gap: 8.7 eV

ORCA input file:
```
! RIJCOSX wB97M-V def2-TZVPD def2/J DEFGRID3
* xyz 0 1
S 2.86 -0.50 0.09
O -2.28 -0.05 0.07
O 1.41 1.65 -0.07
C 0.09 -0.31 0.00
C -0.08 -1.63 -0.16
C 1.44 0.33 0.03
C -1.05 0.66 -0.02
H -1.12 1.25 -0.98
H 0.83 -2.21 -0.16
H -0.97 1.34 0.80
H 2.31 1.94 -0.22
H -1.13 -2.04 -0.35
H -2.31 -0.44 0.97
*
```

Here are the Löwdin charges for atoms 1 to 4, given in e:
1. S 0.723
2. O -0.087
3. O 0.018
4. C -0.297



No. 19
ORCA calculation (wB97M-V/def2-TZVPD) on one molecule with the formula C4H6O2S at a distorted geometry.

* E_tot: -19171.830 eV
* SMILES: OCC1=COCS1
* LUMO: 0.0188 Ha
* frontier orbital gap: 8.6 eV

ORCA input file:
```
! RIJCOSX wB97M-V def2-TZVPD def2/J DEFGRID3
* xyz 0 1
S 1.21 -1.32 -0.09
O 1.46 1.23 -0.28
O -2.41 0.22 0.22
C 2.09 0.17 0.25
C -0.15 -0.33 -0.03
C -1.48 -0.93 -0.10
C 0.06 0.99 -0.04
H -1.82 -1.37 -1.16
H -2.46 0.98 -0.64
H 3.09 0.12 -0.34
H -0.66 1.74 0.09
H 2.35 0.25 1.35
H -1.29 -1.75 0.77
*
```

Here are the Löwdin charges for atoms 1 to 4, given in e:
1. S 1.004
2. O -0.126
3. O -0.196
4. C -0.569



No. 20
ORCA calculation (wB97M-V/def2-TZVPD) on one molecule with the formula C4H6O2S at a distorted geometry.

* E_tot: -19173.690 eV
* SMILES: C=COC(=S)OC
* LUMO: 0.0288 Ha
* frontier orbital gap: 9.6 eV

ORCA input file:
```
! RIJCOSX wB97M-V def2-TZVPD def2/J DEFGRID3
* xyz 0 1
S -1.18 2.44 -0.09
O 0.19 0.12 0.13
O -2.01 0.12 0.00
C -0.97 0.85 0.06
C -1.92 -1.31 -0.02
C 2.57 0.21 -0.22
C 1.45 0.69 0.28
H -2.90 -1.64 -0.21
H 1.39 1.67 0.80
H 3.47 0.78 -0.05
H -1.55 -1.62 0.90
H 2.65 -0.69 -0.76
H -1.20 -1.63 -0.84
*
```

Here are the Löwdin charges for atoms 1 to 4, given in e:
1. S 0.766
2. O -0.062
3. O -0.104
4. C -0.951



Results for energy above the lowest of the compared OMol25 structures with the same formula, charge and spin: 5.493 1.127 4.585 1.440 3.111 2.462 3.747 5.773 5.669 3.407 0.687 2.524 6.882 1.812 2.210 2.042 2.662 1.001 3.476 1.617 (in eV, following the order of the records).